(1)
Below is C21H40CoP2 as an isolated structure, with properties calculated with wB97M-V/def2-TZVPD.

Results
HOMO-LUMO gap (spin up / spin down): 4.9 / 7.5 eV
Total charge: 0
HOMO level (spin up / spin down): -4.3 / -7.0 eV
LUMO level (spin up / spin down): 0.552 / 0.511 eV
2S+1: 4

The geometry in XYZ format:
```
64
Properties=species:S:1:pos:R:3:forces:R:3
P 0.192665 -1.496744 -1.703691 -0.1 1.0 -0.1
P -0.091559 1.623371 -1.601768 0.0 -1.1 0.3
C -0.176867 -0.594256 -3.289908 0.1 -0.7 0.1
C 0.369116 0.828742 -3.227380 -0.1 0.6 0.2
H -1.275534 -0.608772 -3.409538 0.4 0.1 0.0
H 0.254125 -1.158327 -4.127634 -0.2 0.2 0.0
H 1.471530 0.846075 -3.281711 -0.3 -0.1 0.0
H -0.018091 1.444606 -4.048687 0.2 -0.1 0.0
C -1.730982 2.329021 -1.924350 -0.4 0.4 -0.3
H -1.992147 2.978561 -1.072008 0.0 -0.3 -0.3
H -2.490864 1.530817 -2.009456 0.4 0.4 0.1
H -1.722711 2.928065 -2.850697 -0.2 -0.1 0.3
C 0.989308 3.065126 -1.504694 0.2 0.6 -0.1
H 0.937903 3.655505 -2.433288 0.1 0.0 0.3
H 2.028663 2.737666 -1.326781 -0.5 0.2 0.0
H 0.653785 3.682922 -0.651711 0.3 -0.2 -0.4
C -0.885309 -2.944337 -1.795793 -0.2 -0.6 -0.2
H -0.628611 -3.645955 -0.983607 -0.2 0.3 -0.3
H -0.750309 -3.446978 -2.767654 -0.2 0.0 0.3
H -1.938248 -2.631373 -1.673827 0.5 -0.2 -0.1
C 1.851615 -2.180619 -1.979970 0.4 -0.4 -0.3
H 2.612957 -1.379959 -1.957394 -0.4 -0.4 0.0
H 1.896282 -2.700154 -2.951800 0.1 0.1 0.3
H 2.068928 -2.903122 -1.173714 0.0 0.3 -0.3
Co 0.000988 -0.040833 -0.019961 0.1 1.4 0.2
C 0.565395 1.738959 -7.248020 0.0 0.5 0.2
C -0.742168 1.791236 -6.988764 0.0 0.6 -0.1
C -1.854738 0.993874 -7.603062 -0.1 -0.4 -0.1
C -1.449122 -0.322603 -8.302815 -0.6 0.2 -0.1
C -0.752923 -1.282255 -7.379000 0.0 -0.5 0.1
C 0.543033 -1.353746 -7.071911 0.0 -0.6 -0.1
C 1.677495 -0.517515 -7.585845 0.1 0.4 -0.1
C 1.297808 0.844574 -8.208834 0.6 -0.1 0.0
C -0.068758 -1.491277 1.532308 2.6 -2.2 2.6
H 1.233607 2.452959 -6.737261 -0.5 -0.3 0.0
H -1.106493 2.567021 -6.294397 0.3 -0.4 -0.2
H -2.426921 1.605331 -8.322879 0.2 0.0 0.2
H -2.564108 0.753385 -6.799021 0.0 0.0 -0.1
H -2.390706 -0.807835 -8.616703 0.4 0.2 0.0
H -0.888449 -0.112021 -9.217721 -0.2 -0.1 0.2
H -1.440333 -2.028142 -6.944716 0.5 0.3 0.0
H 0.879778 -2.177134 -6.419566 -0.3 0.4 -0.2
H 2.277599 -1.079160 -8.323477 -0.2 0.0 0.2
H 2.355853 -0.334033 -6.740563 0.0 0.0 -0.1
H 2.250350 1.349022 -8.451288 -0.4 -0.2 -0.1
H 0.774014 0.698700 -9.157383 0.1 0.1 0.3
H 0.750170 -1.722207 2.281390 -1.3 0.0 0.4
H 0.446807 -2.302286 0.955254 -0.6 1.0 -1.2
H -1.011313 -1.852062 1.847787 -0.9 -0.6 0.5
C 1.260391 -0.719321 5.307625 -0.7 0.7 -0.7
C -0.004307 0.048480 4.772879 0.0 -0.3 0.5
C -1.262607 -0.721214 5.307963 0.6 0.7 -0.7
C -0.000499 1.475230 5.340382 -0.1 0.0 -0.3
C -0.007364 0.330677 3.308739 0.1 -1.0 -0.9
C 0.043773 0.187702 2.028882 0.1 0.4 -0.7
H 1.260217 -0.724608 6.399620 -0.1 0.1 0.0
H 2.156755 -0.212776 4.959188 0.2 -0.1 0.0
H 1.258839 -1.747101 4.958461 0.1 -0.1 -0.1
H -1.262970 -0.727991 6.398860 0.1 0.0 0.0
H -2.159786 -0.212946 4.955446 -0.1 -0.1 0.0
H -1.259950 -1.748584 4.952663 -0.1 -0.1 -0.1
H 0.891709 1.982922 4.954981 -0.2 0.1 0.2
H -0.895964 1.982883 4.952532 0.3 0.1 0.3
H -0.002145 1.469614 6.418989 0.0 0.1 0.5
```
Forces are in eV/Å.

Atom charges from the natural (NBO) analysis, given in e for atoms 1 to 5: P 0.874; P 0.867; C -0.715; C -0.715; H 0.227

(2)
Below is C40H61N3O5PSV as an isolated structure, with properties calculated with wB97M-V/def2-TZVPD.

Results
HOMO-LUMO gap (spin up / spin down): 7.0 / 5.5 eV
Total charge: +1
HOMO level (spin up / spin down): -9.6 / -10.0 eV
LUMO level (spin up / spin down): -2.611 / -4.479 eV
2S+1: 4

The geometry in XYZ format:
```
112
Properties=species:S:1:pos:R:3:forces:R:3
V -15.477911 5.225615 -12.340995 -0.3 1.5 1.2
C -19.937305 5.635217 -18.637548 -0.4 2.1 0.9
C -18.537594 6.046201 -18.147024 -0.6 -2.9 1.5
C -17.571287 5.264076 -19.031046 1.1 2.2 -0.8
C -18.307702 7.522589 -18.238258 0.1 0.7 1.0
C -18.297400 5.616355 -16.662980 -0.4 0.6 -0.4
C -16.995044 5.657662 -16.214860 -1.0 -0.7 0.3
C -16.764189 5.400857 -14.886688 0.4 0.9 1.6
N -15.553622 5.604619 -14.250237 0.2 0.0 -0.6
C -14.522579 6.439792 -14.591135 -1.1 0.2 -0.1
C -14.591904 7.441999 -15.557042 -0.3 -0.7 -0.4
C -13.487483 8.168565 -15.828355 1.6 1.0 -0.2
C -12.330204 7.947728 -15.035155 -0.8 -0.2 0.4
C -12.299486 7.153804 -13.885891 1.4 0.9 -1.0
C -13.434307 6.404650 -13.678778 -0.4 -0.4 0.2
O -13.650331 5.649136 -12.626873 0.3 -0.8 1.1
C -11.037576 7.216882 -12.976659 -0.6 -1.3 0.5
C -9.908372 8.055185 -13.578945 -0.9 0.3 2.0
C -10.478469 5.790304 -12.701757 0.0 0.1 0.7
C -11.511606 7.761826 -11.613763 1.2 0.1 -0.5
C -13.514174 9.131891 -17.017758 -1.6 -0.2 -0.6
C -12.293908 10.003319 -17.267936 0.4 -2.2 -1.7
C -13.826578 8.272915 -18.270359 2.0 -0.5 0.1
C -14.740385 10.065189 -16.923995 0.1 0.3 1.9
C -17.804311 5.126045 -13.909968 2.9 0.6 -1.4
O -17.327778 4.988534 -12.689029 -0.4 -0.6 1.0
C -19.080595 5.071857 -14.370839 -1.3 -0.9 0.0
C -19.296427 5.329038 -15.704075 -0.7 0.1 -1.6
C -20.183893 4.520233 -13.506395 -0.8 -0.1 0.5
C -19.983000 2.997723 -13.342777 1.9 0.8 0.0
C -21.600984 4.716693 -14.095418 1.1 0.3 0.0
C -20.099858 5.182932 -12.144466 -0.7 0.6 0.6
H -20.004032 5.930700 -19.663496 -0.2 0.1 -0.8
H -20.691598 6.248941 -18.105070 0.1 -0.4 -0.2
H -20.228473 4.609232 -18.572084 0.3 -0.8 0.3
H -17.730074 5.703302 -20.026499 0.4 -0.1 0.0
H -17.784647 4.231056 -19.176297 0.0 -0.9 0.5
H -16.512894 5.498376 -18.739955 -0.8 -0.7 -0.5
H -18.478781 7.831629 -19.261583 0.3 0.4 -0.2
H -17.306326 7.780028 -17.819750 -0.4 -0.1 -0.9
H -18.988256 8.078614 -17.569314 -0.1 -0.3 -0.4
H -16.164292 5.763294 -16.855842 0.6 0.3 -0.6
H -15.476421 7.573656 -16.145824 -0.3 0.0 0.0
H -11.420798 8.449906 -15.225564 0.5 0.8 -0.6
H -9.671478 7.710504 -14.533387 0.4 -0.3 -1.8
H -9.015674 7.964364 -12.977292 0.2 -0.2 0.3
H -10.173851 9.104195 -13.526826 0.0 0.3 -0.5
H -10.171785 5.308351 -13.628303 -0.1 -0.2 0.0
H -11.181785 5.159280 -12.111574 0.3 0.4 -0.7
H -9.581162 5.882667 -12.057065 -0.3 0.0 -0.4
H -11.927736 8.748861 -11.783548 0.0 0.3 0.4
H -10.646031 7.781334 -10.907023 -0.7 0.2 -0.4
H -12.266250 7.090901 -11.255997 -0.5 -0.2 0.5
H -11.388915 9.320498 -17.387060 -0.8 1.2 0.2
H -12.191724 10.734533 -16.516431 0.5 0.8 0.9
H -12.504163 10.486719 -18.246995 0.5 -0.1 0.7
H -13.159913 7.390636 -18.302703 0.1 0.4 -0.1
H -13.649958 8.868138 -19.168335 -0.3 -0.1 -0.1
H -14.792469 7.820172 -18.262964 -1.0 0.1 0.0
H -14.594888 10.786874 -16.073284 -0.2 -0.5 -0.7
H -15.649632 9.482423 -16.695006 0.3 0.4 -0.3
H -14.875705 10.648159 -17.825212 0.0 0.0 -0.3
H -20.352726 5.231919 -16.005251 0.8 0.3 -0.2
H -20.141860 2.491657 -14.276143 0.0 -0.3 -0.5
H -20.663610 2.619722 -12.624504 -0.7 -0.5 0.8
H -18.928085 2.786419 -13.005785 -1.0 0.1 -0.3
H -21.628776 4.148869 -15.019654 -0.4 0.3 -0.3
H -21.830118 5.781106 -14.214194 0.0 -0.2 -0.3
H -22.352609 4.296487 -13.454960 -0.3 -0.3 0.5
H -19.216997 4.907873 -11.624026 0.9 -0.4 0.3
H -20.911790 4.841803 -11.497976 -0.3 0.3 -0.1
H -20.055838 6.291356 -12.191077 -0.4 -0.5 -0.1
N -14.158916 -1.685118 -11.405048 -0.8 1.8 -0.9
C -14.957736 -0.869027 -12.164278 0.7 -1.1 1.5
S -16.005839 -1.492228 -13.258244 0.2 0.6 0.0
C -14.865439 0.594740 -11.830587 -0.7 -0.6 -0.8
C -15.980356 1.222227 -11.298941 -1.2 -0.5 0.9
C -16.084963 2.596452 -11.325856 -0.2 -1.3 -0.6
N -15.139797 3.301206 -11.942891 0.3 0.5 0.6
C -14.011062 2.729686 -12.370433 0.7 0.5 -0.1
C -13.830022 1.368060 -12.315641 0.0 -0.1 -0.5
H -14.212785 -2.640228 -11.629239 0.1 -1.3 -0.1
H -13.518375 -1.353501 -10.712936 0.1 0.1 0.2
H -16.852496 0.641808 -10.918921 0.9 0.4 -0.4
H -17.029784 3.038135 -11.025348 0.4 0.5 0.0
H -13.246284 3.419185 -12.778661 -0.7 -0.6 0.2
H -13.009039 0.911867 -12.848195 0.3 0.0 0.2
C -12.712360 7.993330 -7.605756 1.7 -0.3 -1.1
C -12.859915 6.516213 -7.795132 -0.4 -0.9 0.0
O -13.629458 6.091417 -8.932200 0.6 0.8 -0.2
P -14.971293 5.275070 -8.965026 -0.5 -0.5 0.0
O -15.631363 6.126391 -10.235686 -0.2 -0.8 -1.3
C -15.700342 7.559375 -10.180244 1.1 1.2 -0.1
C -16.255883 8.152900 -11.465374 0.4 1.3 0.3
O -15.708574 5.963817 -7.709340 -0.5 0.1 0.0
C -16.924054 5.354611 -7.167474 1.0 0.8 0.2
C -16.584751 4.048618 -6.535497 -1.2 -1.5 -0.9
H -12.072169 8.043013 -6.710629 -0.4 0.5 -0.2
H -13.680794 8.423447 -7.445948 -0.3 0.6 0.1
H -12.122439 8.453857 -8.460529 -1.0 -0.3 1.0
H -13.311067 6.104549 -6.901730 -0.1 -0.2 0.3
H -11.951934 5.991058 -7.983062 1.1 0.0 0.3
H -14.681943 7.988252 -9.952691 -1.0 -0.6 -0.2
H -16.371746 7.786504 -9.367791 -0.1 0.3 0.3
H -15.583271 8.090220 -12.358920 -0.5 -0.3 0.6
H -16.376775 9.276253 -11.274151 0.0 -1.6 -0.3
H -17.229848 7.699703 -11.622356 -0.2 0.1 -0.5
H -17.686722 5.262353 -7.911326 -0.4 -0.1 -0.8
H -17.283157 6.113067 -6.479393 0.0 -0.1 0.3
H -16.557354 3.197785 -7.251462 -0.3 0.6 0.2
H -17.286069 3.793224 -5.763842 -0.5 -0.2 0.3
H -15.638338 4.022093 -6.104620 1.7 0.4 0.9
```
Forces are in eV/Å.

Atom charges from the Löwdin analysis, given in e for atoms 1 to 5: V 1.055; C -0.051; C -0.563; C -0.045; C -0.036

(3)
Below is one molecule with the formula C16H28N2O2S, with properties calculated with wB97M-V/def2-TZVPD.

Results
HOMO-LUMO gap: 9.9 eV
SMILES string: CCCCCCCCC[C@](C#N)(OC[C@@H](C)O)[C@H](S)C#N
Total charge: 0
HOMO level: -9.7 eV
LUMO level: 0.211 eV
Relative energy (zero: lowest compared OMol25 entry of this formula, charge and spin): 2.207 eV
2S+1: 1

The geometry in XYZ format:
```
49
Properties=species:S:1:pos:R:3:forces:R:3
C 5.177494 0.489911 1.218324 0.0 -0.6 0.2
C 4.586575 -0.961910 1.800197 -0.4 0.7 -0.2
C 3.031896 -1.112896 1.229049 0.6 -0.1 0.7
C 2.970701 -2.107426 -0.078175 0.2 1.0 0.1
C 3.207534 -1.312408 -1.498531 -0.5 -0.7 -0.4
C 1.778052 -1.212646 -2.360704 1.5 1.4 0.2
C 1.061513 0.187378 -1.836646 0.5 0.0 -0.6
C -0.540600 0.285677 -2.166640 0.3 -0.5 -0.6
C -1.534402 0.019878 -0.890914 0.0 -0.6 -0.8
C -1.473428 1.155385 0.289892 -0.1 1.0 -0.7
C -0.333634 0.797555 1.460538 2.9 -5.8 6.5
N 0.284481 0.157799 2.416457 -5.6 6.0 -8.7
O -2.819906 1.377724 0.840431 2.4 -2.0 -0.1
C -3.414701 0.148156 1.386035 -1.5 -0.2 1.4
C -4.672713 -0.458081 0.525976 0.6 -1.5 -0.1
C -5.661008 -1.237060 1.592782 -0.1 -0.7 0.5
O -5.359864 0.515913 -0.340855 0.9 -2.4 -0.7
C -0.987721 2.636177 -0.317313 -0.8 1.1 0.0
S -0.858781 3.764162 1.219769 0.2 0.7 -1.0
C -2.121401 3.316991 -1.305760 -5.4 0.6 -6.5
N -3.003471 3.637477 -2.210263 8.1 -2.7 8.4
H 5.360323 0.336050 0.071221 -0.1 0.4 2.2
H 6.180625 0.805514 1.783202 -2.2 -0.6 -1.4
H 4.361203 1.348511 1.319435 1.8 -1.9 0.0
H 5.234347 -1.874149 1.407960 -1.2 2.0 0.9
H 4.605398 -0.977215 2.989619 -0.1 0.1 -2.6
H 2.358662 -1.525272 2.101282 1.3 0.7 -1.8
H 2.661440 -0.008379 1.011092 0.6 -2.5 0.3
H 1.919777 -2.624229 -0.114541 2.1 0.8 0.1
H 3.834207 -2.891563 0.023032 -1.9 1.3 0.0
H 3.650998 -0.228211 -1.358103 -1.0 -2.2 -0.2
H 3.989280 -1.919195 -2.123700 -1.5 1.2 1.1
H 1.111063 -2.166402 -2.218630 1.3 1.9 -0.3
H 2.121363 -1.048727 -3.486752 -1.2 -0.6 2.2
H 1.616749 1.078240 -2.403246 -1.2 -1.9 1.2
H 1.348678 0.298210 -0.707827 -0.9 -0.2 -2.0
H -0.775741 -0.577398 -2.957058 0.4 1.8 1.7
H -0.760813 1.296192 -2.753587 0.2 -2.1 1.6
H -2.639494 -0.039248 -1.338446 2.4 0.5 1.3
H -1.314296 -1.048436 -0.438765 -0.3 2.2 -0.8
H -3.854306 0.437459 2.457277 1.1 -0.4 -2.4
H -2.664281 -0.730951 1.569228 -1.2 1.8 -0.4
H -4.215341 -1.312598 -0.170319 -1.0 1.8 1.4
H -5.698593 -2.398108 1.318138 -0.1 2.6 0.5
H -6.755114 -0.796100 1.640225 2.3 -0.8 -0.4
H -5.260367 -1.209418 2.713605 -0.6 0.1 -2.5
H -5.417212 0.051651 -1.247768 0.0 1.3 2.2
H 0.093508 2.613019 -0.766611 -2.5 -0.2 0.4
H -0.408679 5.022997 0.706388 -0.6 -1.9 0.1
```
Forces are in eV/Å.

Atom charges from the natural (NBO) analysis, given in e for atoms 1 to 5: C -0.636; C -0.411; C -0.420; C -0.423; C -0.417

no.,DFT total energy (a.u.),strongest force on any atom (eV/Å)
1,-2889.35761,4.3
2,-3784.68249,3.3
3,-1284.22380,12.0